Formula: C52H88F12N18O8S4
Source: OMol25
Level of theory: wB97M-V/def2-TZVPD

For the highest occupied orbital energy, the calculation gives -12.82 eV. For the gap between HOMO and LUMO, the calculation gives 5.458 eV. Its total charge is +6. Its LUMO energy is -7.4 eV.

Positions of all 182 atoms, in Å:
C -9.0180 0.1372 -1.1639
C -8.4840 1.1307 -0.0946
N -8.2201 2.4067 -0.7594
C -7.2819 2.5313 -1.7749
C -7.4741 3.7658 -2.2643
N -8.4234 4.4146 -1.4968
C -8.8983 3.5190 -0.6484
C -8.9127 5.7661 -1.6564
H -8.2582 -0.0551 -1.9704
H -9.8539 0.5991 -1.6075
H -9.3978 -0.7543 -0.7697
H -7.5912 0.7031 0.3207
H -9.2237 1.3343 0.6868
H -6.5228 1.8447 -1.9490
H -7.0002 4.3290 -3.0674
H -9.7827 3.5696 -0.0895
H -8.9740 5.9800 -2.6833
H -8.1645 6.4592 -1.2175
H -9.8455 5.8656 -1.2116
C 10.2186 10.9034 6.9565
C 9.3121 11.6351 5.9211
N 8.0291 10.9693 5.7549
C 7.2846 10.8849 4.6129
C 6.1184 10.2860 4.8764
N 6.1029 10.0171 6.2666
C 7.3010 10.4100 6.7849
C 5.1107 9.3730 7.1251
H 9.8164 10.9414 7.9290
H 11.1159 11.5335 6.9715
H 10.2627 9.9114 6.6151
H 9.6906 11.7362 4.8926
H 9.1265 12.6458 6.2304
H 7.5742 11.3058 3.6562
H 5.3553 9.9743 4.1357
H 7.6375 10.3137 7.8017
H 5.1627 8.3021 6.9540
H 4.0965 9.7147 6.9623
H 5.4007 9.7034 8.1172
C 0.6773 -0.2368 -6.0432
C 0.2340 -0.6663 -7.4170
N -1.2218 -0.8039 -7.5751
C -2.2176 -0.3425 -6.6876
C -3.3855 -0.6431 -7.2809
N -3.1626 -1.2629 -8.5146
C -1.8443 -1.3682 -8.6004
C -4.1205 -1.9378 -9.3571
H 1.7098 -0.0034 -6.0361
H 0.5050 -1.0582 -5.2955
H 0.2005 0.7177 -5.7764
H 0.7264 -1.5483 -7.7352
H 0.4466 0.0871 -8.1859
H -2.1612 0.2113 -5.7744
H -4.3382 -0.4071 -6.8697
H -1.2582 -1.6596 -9.5107
H -5.0013 -2.2440 -8.7271
H -3.6552 -2.8595 -9.7755
H -4.5559 -1.3095 -10.1561
C 17.4962 -2.3355 5.1470
C 17.1421 -3.5885 6.0638
N 15.8875 -4.1455 5.4348
C 15.8115 -5.0296 4.3424
C 14.4710 -5.2462 4.1198
N 13.7958 -4.4873 4.9910
C 14.6213 -3.8579 5.8124
C 12.3860 -4.1841 4.9258
H 16.8319 -1.4731 5.3606
H 17.2793 -2.6004 4.1020
H 18.5618 -2.0603 5.1893
H 16.8431 -3.2485 7.1066
H 17.8711 -4.3435 6.0630
H 16.6460 -5.4986 3.8849
H 14.0177 -5.8547 3.3597
H 14.3455 -3.3310 6.6999
H 12.0394 -4.9099 4.1864
H 12.2076 -3.1905 4.4749
H 11.9305 -4.3526 5.8851
C 9.6104 5.7475 -7.5644
C 11.1048 5.4112 -7.2604
N 11.3361 5.5930 -5.8911
C 12.1403 6.5888 -5.4073
C 12.2642 6.3869 -4.0799
N 11.4784 5.2705 -3.7419
C 11.0304 4.7769 -4.8707
C 11.2022 4.5744 -2.4264
H 8.9990 5.0690 -6.9821
H 9.3360 5.5907 -8.6037
H 9.4122 6.7348 -7.2386
H 11.7653 6.1212 -7.8206
H 11.3570 4.4137 -7.5895
H 12.5888 7.3413 -6.0380
H 12.7509 6.8607 -3.2477
H 10.3698 3.9179 -5.0004
H 12.1557 4.1349 -2.0496
H 10.4142 3.8253 -2.6676
H 10.7693 5.3502 -1.7620
C -3.3291 -1.3094 6.1380
C -3.0999 -2.7286 6.6624
N -4.3105 -3.4098 7.0660
C -4.3397 -4.7186 7.5320
C -5.6250 -5.1565 7.4504
N -6.3669 -4.0905 6.9783
C -5.5607 -3.0492 6.7694
C -7.8134 -4.1018 6.8790
H -2.4466 -0.7043 6.2797
H -4.1825 -0.8173 6.5995
H -3.4426 -1.3439 5.0376
H -2.4780 -2.7481 7.5522
H -2.5718 -3.4069 5.9367
H -3.4265 -5.1073 7.8933
H -5.9503 -6.2235 7.4665
H -5.7881 -2.1599 6.2833
H -8.0944 -3.3121 6.2078
H -8.4184 -3.8238 7.7604
H -8.1615 -5.0987 6.5572
C -3.5825 -8.1100 -3.3644
C -2.3108 -8.2967 -2.5920
N -2.1747 -7.1861 -1.5639
C -0.9594 -6.7900 -1.0964
C -1.2022 -5.8376 -0.0969
N -2.5044 -5.5352 -0.2180
C -3.0768 -6.3766 -1.0801
C -3.3341 -4.5971 0.6310
H -4.5068 -8.3428 -2.7313
H -3.6157 -8.8605 -4.1542
H -3.7159 -7.1316 -3.7507
H -1.3994 -8.3938 -3.1800
H -2.2986 -9.1336 -1.8360
H 0.0478 -7.2023 -1.3862
H -0.6288 -5.1918 0.5013
H -4.1356 -6.4120 -1.3335
H -2.9463 -3.6327 0.4632
H -3.3429 -4.7997 1.6882
H -4.3685 -4.6229 0.2228
C -12.3005 -1.7991 -2.8455
C -13.6780 -2.4005 -2.8288
N -14.4048 -2.0539 -1.6032
C -13.9328 -1.6467 -0.4122
C -14.9653 -1.7763 0.4818
N -16.1082 -2.2094 -0.2181
C -15.7083 -2.2885 -1.5098
C -17.4812 -2.2249 0.2807
H -12.2357 -0.7201 -2.8071
H -11.7707 -2.1610 -3.7147
H -11.7100 -2.1994 -1.9593
H -13.6470 -3.4741 -2.7995
H -14.2703 -2.1127 -3.6890
H -12.9012 -1.3012 -0.3557
H -15.0844 -1.6712 1.5776
H -16.4037 -2.6318 -2.2978
H -17.5805 -2.1475 1.3853
H -17.9820 -3.1111 -0.0793
H -18.0253 -1.3557 -0.1152
C 4.0276 1.8365 -2.2014
F 4.6145 1.6819 -1.0473
F 2.7369 1.9441 -2.1548
F 4.5881 2.7140 -3.0638
S 4.4771 0.2341 -3.2461
O 3.8489 0.1740 -4.5319
O 5.8599 0.0343 -3.0215
N 3.5382 -1.0236 -2.4027
S 3.4575 -2.5332 -3.2646
O 2.2944 -2.5236 -4.0700
O 4.7959 -2.6528 -3.6911
C 2.9894 -3.7968 -1.9258
F 3.8479 -3.7050 -0.9497
F 1.7687 -3.5420 -1.5934
F 2.9988 -5.0080 -2.5612
C -4.1705 0.6238 0.9073
F -5.1040 1.4925 1.1674
F -3.0066 1.2498 0.4961
F -3.7459 -0.0944 2.0625
S -4.6787 -0.5890 -0.3927
O -5.1766 0.1814 -1.5003
O -3.5284 -1.5049 -0.7206
N -5.9430 -1.0896 0.3803
S -6.6977 -2.5052 0.4008
O -8.0735 -2.2784 0.4904
O -6.1860 -3.5087 -0.4340
C -6.2994 -3.2520 2.0356
F -5.0343 -3.4495 2.2954
F -6.8008 -2.4423 3.0295
F -6.9834 -4.3636 2.1086